DFT (the ωB97M-V functional and the def2-TZVPD basis) results for C50H48EuI2N10O6S2 as an isolated structure at a distorted geometry.

Each line ends with the Löwdin charge.
Cartesian coordinates (Å):
Eu: 0.254 -0.644 -0.305  1.118
C: -0.584 -3.678 1.623  -0.165
C: -2.045 -3.468 2.013  -0.109
C: -2.503 -2.062 2.275  -0.289
C: -3.651 -1.919 3.058  -0.042
C: -4.135 -0.658 3.341  -0.084
C: -3.440 0.430 2.837  -0.061
C: -2.312 0.192 2.074  -0.138
N: -1.846 -1.021 1.780  0.098
N: -0.205 -3.435 0.220  -0.189
C: -1.161 -4.032 -0.714  -0.147
C: -2.346 -3.157 -1.015  -0.298
C: -3.503 -3.739 -1.516  -0.037
C: -4.593 -2.936 -1.813  -0.063
C: -4.483 -1.573 -1.555  -0.055
C: -3.289 -1.079 -1.069  -0.121
N: -2.217 -1.840 -0.826  0.066
C: 1.077 -4.121 0.029  -0.233
C: 1.670 -3.901 -1.332  -0.378
C: 2.539 -4.853 -1.852  -0.052
C: 3.112 -4.632 -3.092  -0.064
C: 2.799 -3.462 -3.763  -0.056
C: 1.933 -2.563 -3.163  -0.166
N: 1.357 -2.773 -1.982  0.006
H: -0.356 -4.731 1.868  0.124
H: 0.041 -3.044 2.256  0.108
H: -2.203 -4.026 2.941  0.121
H: -2.718 -3.911 1.272  0.108
H: -4.146 -2.800 3.442  0.106
H: -5.020 -0.525 3.947  0.097
H: -3.764 1.441 3.032  0.101
H: -1.752 1.022 1.665  0.072
H: -1.506 -5.018 -0.356  0.133
H: -0.641 -4.206 -1.664  0.125
H: -3.533 -4.807 -1.678  0.111
H: -5.498 -3.360 -2.223  0.100
H: -5.311 -0.906 -1.738  0.100
H: -3.172 -0.025 -0.853  0.094
H: 0.961 -5.205 0.198  0.126
H: 1.794 -3.766 0.779  -0.016
H: 2.782 -5.729 -1.272  0.100
H: 3.789 -5.357 -3.519  0.101
H: 3.230 -3.238 -4.726  0.099
H: 1.710 -1.621 -3.650  0.091
C: 2.538 2.191 7.450  -0.088
O: 2.084 2.305 6.124  -0.099
C: 2.634 3.290 5.330  -0.205
C: 3.466 4.298 5.773  -0.039
C: 3.981 5.223 4.874  -0.113
C: 3.671 5.132 3.533  -0.098
C: 2.833 4.128 3.072  -0.011
C: 2.299 3.206 3.962  -0.160
N: 1.486 2.135 3.628  0.133
C: 0.986 1.716 2.396  -0.367
N: 0.425 2.707 1.691  0.148
C: -0.379 2.807 0.529  -0.219
C: -0.710 1.720 -0.303  -0.215
C: -1.587 2.092 -1.352  -0.197
C: -2.069 3.369 -1.557  -0.114
C: -1.700 4.406 -0.716  -0.060
C: -0.850 4.126 0.333  -0.218
O: -0.428 5.074 1.258  -0.126
C: -0.800 6.412 1.054  -0.102
N: 0.991 0.446 2.110  0.094
C: 1.823 -0.336 2.952  -0.289
C: 3.205 -0.117 2.975  -0.136
C: 4.046 -0.927 3.707  -0.130
C: 3.528 -1.981 4.440  -0.138
C: 2.160 -2.171 4.488  -0.028
C: 1.308 -1.341 3.772  -0.243
O: -0.076 -1.502 3.922  -0.147
C: -0.600 -0.641 4.908  -0.079
H: 2.044 1.308 7.857  0.091
H: 2.265 3.068 8.047  0.090
H: 3.624 2.050 7.491  0.099
H: 3.724 4.370 6.818  0.097
H: 4.637 6.000 5.235  0.092
H: 4.093 5.837 2.833  0.099
H: 2.634 4.047 2.015  0.119
H: 1.543 1.398 4.321  0.121
H: 0.501 3.611 2.143  0.115
H: -1.910 1.339 -2.065  0.052
H: -2.738 3.574 -2.382  0.092
H: -2.072 5.404 -0.890  0.091
H: -1.885 6.544 1.127  0.089
H: -0.456 6.780 0.083  0.095
H: -0.314 6.977 1.849  0.087
H: 3.611 0.691 2.384  0.104
H: 5.110 -0.755 3.686  0.103
H: 4.187 -2.653 4.965  0.093
H: 1.729 -2.970 5.074  0.114
H: -1.616 -0.977 5.117  0.083
H: -0.629 0.400 4.563  0.086
H: -0.005 -0.687 5.828  0.091
I: 3.350 -1.337 -0.011  0.338
I: 4.520 -3.872 1.350  -0.286
S: 2.499 0.587 -1.158  -0.410
O: 0.518 3.787 -8.393  -0.374
S: -0.156 3.232 -9.553  0.398
O: -1.410 3.891 -9.896  -0.380
O: 0.713 2.911 -10.672  -0.379
C: -0.781 1.599 -8.983  -0.351
N: -1.518 0.892 -9.828  0.112
C: -2.081 -0.205 -9.361  -0.136
C: -1.981 -0.592 -8.029  -0.003
C: -1.160 0.201 -7.226  -0.220
N: -0.549 1.271 -7.732  0.159
C: -0.902 -0.050 -5.803  -0.143
C: -1.317 -1.203 -5.139  -0.009
C: -1.040 -1.336 -3.794  -0.159
N: -0.374 -0.433 -3.073  0.003
C: 0.045 0.662 -3.721  -0.152
C: -0.198 0.900 -5.059  0.029
H: -2.657 -0.789 -10.072  0.099
H: -2.516 -1.453 -7.658  0.091
H: -1.846 -1.990 -5.653  0.097
H: -1.368 -2.226 -3.270  0.090
H: 0.604 1.378 -3.127  0.071
H: 0.147 1.792 -5.559  0.119

Values from the calculation:
LUMO level (alpha / beta) ... 3.23 / 3.23 eV
Kohn-Sham gap (alpha / beta) ... 0.1709 / 0.1960 Eh
Spin multiplicity ... 8
Expectation value of S² ... 15.760
Highest occupied orbital energy (alpha / beta) ... -1.42 / -2.10 eV
Charge ... -2